No. 1
ORCA calculation (ωB97M-V/def2-TZVPD) on a 10-piece molecular cluster, C46H52N9O18 overall.

Results
E, eV: -98770.0301
Energy relative to the best compared isomer or geometry (same formula, charge and spin), eV: 4.467
Kohn-Sham gap, eV: 7.2
Highest occupied orbital energy, eV: -6.749
F_max, Eh/bohr: 0.2617
Molecular weight, g mol⁻¹: 1018.97

Geometry as ORCA input:
```
! RIJCOSX wB97M-V def2-TZVPD def2/J DEFGRID3
* xyz -1 1
C 0.60891 -0.56199 0.19197
O -0.03109 0.40601 0.05597
O 1.90391 -0.36999 0.69097
O 0.21491 -1.68599 0.03397
H 2.03291 0.42101 0.86997
C -1.28209 -2.19599 -3.04603
C -2.58809 -1.98999 -2.26003
C -3.92009 -2.33199 -3.06303
C -3.90009 -3.00299 -4.49303
C -2.59709 -3.04299 -5.16503
C -1.26809 -2.66699 -4.39303
N -5.10409 -3.46799 -5.15603
O -6.15509 -3.89199 -4.44703
O -5.03809 -3.53599 -6.35503
H -0.32209 -2.08499 -2.61303
H -2.55509 -1.74599 -1.20703
H -5.05409 -2.29899 -2.66203
H -2.47909 -3.54699 -6.03803
H -0.29409 -2.94499 -5.00103
C 3.55391 4.02501 -3.30803
C 3.38791 2.58701 -2.77603
C 3.47291 2.33601 -1.22103
C 3.57291 3.49601 -0.32503
C 3.83691 4.86601 -0.83703
C 3.76691 5.17501 -2.31603
N 3.72391 3.16401 1.13197
O 3.90791 4.21601 1.93197
O 3.51891 2.03401 1.40497
H 3.24691 4.27401 -4.26903
H 3.19491 1.67701 -3.49203
H 3.55891 1.17501 -1.01703
H 4.25291 5.59001 -0.16203
H 3.75891 6.07901 -2.76303
C -2.39309 4.23301 1.31997
C -2.68809 5.70201 1.57397
C -1.72709 6.73501 0.98297
C -0.73809 6.24601 -0.14103
C -0.61009 4.70101 -0.22003
C -1.35109 3.66401 0.54197
N 0.11091 7.14301 -0.85003
O 0.65391 6.68801 -1.99903
O 0.43791 8.21501 -0.40403
H -2.98809 3.50701 1.62697
H -3.48509 6.01601 2.24697
H -1.94509 7.73001 1.31197
H 0.08191 4.26501 -0.86503
H -1.27509 2.67801 0.43997
C 2.75691 -1.22499 -4.19903
C 3.70191 -2.18399 -4.95703
C 4.04791 -3.57599 -4.25003
C 3.12891 -3.87099 -2.98303
C 2.46391 -2.72899 -2.24703
C 2.37491 -1.47699 -3.03403
N 3.24591 -5.25099 -2.32603
O 2.34191 -5.80599 -1.74303
O 4.28291 -5.78899 -2.74403
H 2.50091 -0.27099 -4.70003
H 4.03091 -2.05199 -5.87403
H 4.63991 -4.35099 -4.65103
H 2.20691 -2.91299 -1.26803
H 1.96691 -0.56899 -2.48003
C -1.21409 -5.70899 2.21797
C -2.32209 -6.32999 3.14797
C -3.66109 -5.72199 3.10097
C -3.96809 -4.52399 2.38697
C -2.89709 -3.85399 1.49697
C -1.50009 -4.57899 1.37497
N -5.30609 -3.93799 2.28297
O -5.53009 -2.82899 1.53497
O -6.22509 -4.63099 2.65997
H -0.30909 -6.15899 2.20497
H -1.97009 -7.26099 3.64897
H -4.53209 -6.10299 3.71697
H -3.00309 -3.11599 0.88097
H -0.72509 -4.02599 0.71597
C -3.66409 -1.16999 3.94097
C -4.87409 -0.33699 4.02197
C -5.15109 0.64001 2.77997
C -4.19209 0.46801 1.54597
C -2.83709 -0.17599 1.71997
C -2.60009 -0.96999 3.02897
N -4.63409 1.00101 0.20197
O -3.70109 1.29201 -0.60603
O -5.86209 1.12301 0.00797
H -3.58609 -1.83799 4.72197
H -5.55609 -0.40099 4.76097
H -6.12709 1.28001 2.78597
H -2.06709 -0.24799 0.85797
H -1.87109 -1.51099 2.95997
C -0.40409 2.08701 4.97797
O -0.53109 2.83801 5.93897
N 0.69591 1.26901 4.84697
C 0.72491 0.43701 3.61297
C 1.65391 1.16501 5.84197
H -1.23009 2.22401 4.16297
H 0.33991 1.06401 2.82897
H 0.10191 -0.51499 3.84097
H 1.63891 0.04701 3.42697
H 1.60491 1.30001 6.86397
H 2.45491 1.68201 5.76897
H 1.93391 0.08701 5.91297
C 6.38591 -0.13999 4.72897
O 5.57491 0.45701 5.52497
N 6.00191 -0.65399 3.61497
C 6.91991 -1.50799 2.80197
C 4.56691 -0.53099 3.23297
H 7.42091 -0.19899 5.01197
H 7.43691 -2.05199 3.35497
H 7.61091 -1.15599 1.97997
H 6.31791 -2.06899 2.01397
H 4.28191 -0.99899 2.25997
H 4.27391 0.45901 3.05197
H 4.00891 -0.90499 4.01097
C -0.56309 2.33401 -5.10603
O -1.07309 2.91501 -6.14703
N -1.47009 1.73301 -4.31703
C -0.85809 1.20401 -3.13303
C -2.87009 1.62301 -4.53403
H 0.36991 2.11301 -4.99603
H -0.37509 0.37401 -3.24803
H -1.57709 0.77801 -2.41503
H -0.27009 1.95101 -2.40203
H -3.39709 0.68601 -4.36403
H -3.12909 1.84501 -5.50703
H -3.38709 2.07001 -3.57803
*
```



No. 2
ORCA calculation (ωB97M-V/def2-TZVPD) on a single C22H18N4 molecule.

Results
E, eV: -29067.9442
Energy relative to the best compared isomer or geometry (same formula, charge and spin), eV: 0.000
Kohn-Sham gap, eV: 8.0
Structure (SMILES): Nc1cccc(-c2cc(-c3ccccc3)nc(-c3cccc(N)c3)n2)c1
Highest occupied orbital energy, eV: -7.839
F_max, Eh/bohr: 0.0149
Molecular weight, g mol⁻¹: 338.41

Geometry as ORCA input:
```
! RIJCOSX wB97M-V def2-TZVPD def2/J DEFGRID3
* xyz 0 1
N 5.20980 0.04275 -3.36671
C 4.59824 -0.43008 -2.22177
C 3.28755 -0.06558 -1.92263
C 2.63348 -0.59186 -0.81387
C 3.31091 -1.49673 0.00498
C 4.61077 -1.86025 -0.28693
C 5.25762 -1.33492 -1.38906
H 6.27491 -1.62027 -1.61669
H 5.13057 -2.55932 0.35184
H 2.79836 -1.90001 0.86204
C 1.25101 -0.22867 -0.47081
N 0.73205 -0.83175 0.59754
C -0.50965 -0.53296 0.95556
N -1.29893 0.32806 0.32029
C -0.81015 0.93557 -0.75684
C 0.49032 0.69200 -1.19405
H 0.88749 1.21871 -2.04435
C -1.70505 1.88447 -1.43485
C -2.69696 2.52625 -0.69609
C -3.54876 3.42914 -1.30186
C -3.42754 3.69750 -2.65583
C -2.45417 3.05302 -3.40099
C -1.59623 2.15259 -2.79681
H -0.85646 1.63916 -3.39356
H -2.36537 3.25118 -4.45946
H -4.09338 4.40296 -3.13105
H -4.31097 3.92613 -0.71935
H -2.77813 2.30449 0.35682
C -1.05445 -1.20024 2.14181
C -2.38452 -1.00498 2.49259
C -2.92042 -1.62464 3.61807
C -2.09680 -2.44407 4.39248
C -0.77395 -2.63804 4.04085
C -0.24459 -2.02349 2.92219
H 0.78591 -2.16479 2.64165
H -0.15045 -3.27491 4.65178
H -2.50502 -2.92760 5.26913
N -4.26081 -1.48690 3.92234
H -4.52763 -1.68989 4.87191
H -4.72760 -0.69245 3.51602
H -3.00046 -0.36886 1.87548
H 2.79427 0.63429 -2.58070
H 6.21497 -0.01307 -3.38992
H 4.83022 0.88809 -3.76118
*
```



No. 3
ORCA calculation (ωB97M-V/def2-TZVPD) on a 2-piece molecular cluster, C3H7N3O2 overall.

Results
E, eV: -11786.5831
Energy relative to the best compared isomer or geometry (same formula, charge and spin), eV: 4.730
Kohn-Sham gap, eV: 9.8
Structure (SMILES): CC/C=[N+](\[O-])O.N#N
Highest occupied orbital energy, eV: -8.922
F_max, Eh/bohr: 0.1017
Molecular weight, g mol⁻¹: 117.11

Geometry as ORCA input:
```
! RIJCOSX wB97M-V def2-TZVPD def2/J DEFGRID3
* xyz 0 1
C 2.05156 -0.32041 0.24170
C 0.86264 0.09995 -0.66371
C -0.37494 0.09946 0.15320
N -1.43407 3.09121 -0.06173
N -2.13028 2.20559 -0.06505
N -1.13611 -0.93571 -0.00607
O -2.25923 -0.89049 0.92451
O -1.13887 -1.89254 -0.72407
H 2.97606 -0.19350 -0.36314
H 1.99082 -1.31766 0.62034
H 2.15884 0.21859 1.09197
H 1.12003 1.16733 -1.06363
H 0.78339 -0.62468 -1.58191
H -0.45481 0.59218 1.09142
H -3.01503 -1.29932 0.40618
*
```



No. 4
ORCA calculation (ωB97M-V/def2-TZVPD) on a single C3H6N2 molecule.

Results
E, eV: -6187.5464
Energy relative to the best compared isomer or geometry (same formula, charge and spin), eV: 0.999
Kohn-Sham gap, eV: 10.1
Structure (SMILES): [H]/N=C(\N)C=C
Highest occupied orbital energy, eV: -9.108
F_max, Eh/bohr: 0.0264
Molecular weight, g mol⁻¹: 70.09

Geometry as ORCA input:
```
! RIJCOSX wB97M-V def2-TZVPD def2/J DEFGRID3
* xyz 0 1
C -0.13863 -0.46596 -0.30867
C -0.12915 0.67652 0.70879
C 1.04802 1.07666 1.24059
H -1.90440 0.24646 -1.13285
H -1.36496 -1.29427 -1.79728
H 0.81468 -1.96867 -1.09490
H -1.14583 1.09820 0.93833
H 1.27872 1.91905 1.93565
H 1.98134 0.55660 0.92845
N -1.25599 -0.54520 -1.10965
N 0.81620 -1.29939 -0.30845
*
```



What is the F_max in the first record? 0.2617 Eh/bohr



Which of these has the lowest energy relative to the best compared isomer or geometry (same formula, charge and spin)? C22H18N4